[1]
{
  "formula": "C7H14PSY",
  "method": "ωB97M-V/def2-TZVPD",
  "spin_multiplicity": 1,
  "e_above_lowest_kj_mol": 6.2,
  "mol_weight_g_mol": 250.136,
  "homo_lumo_gap_ev": 4.6,
  "e_tot_ha": -1052.81734,
  "symbols": ["C", "C", "C", "C", "C", "Y", "P", "H", "H", "H", "H", "H", "H", "H", "H", "C", "S", "C", "H", "H", "H", "H", "H", "H"],
  "xyz": [[1.641, -0.767, 1.247], [2.177, -0.918, 2.547], [1.722, -2.155, 3.097], [0.879, -2.796, 2.142], [0.794, -1.982, 0.982], [-0.665, 0.451, -1.333], [0.740, 1.638, -3.409], [1.838, 0.048, 0.543], [2.832, -0.202, 3.041], [1.987, -2.547, 4.076], [0.263, -2.206, 0.048], [0.369, -3.748, 2.280], [1.091, 0.821, -4.543], [2.045, 2.181, -3.129], [0.189, 2.767, -4.112], [-1.249, 1.297, 1.273], [-0.683, 2.554, 0.077], [-2.685, 0.613, -2.261], [-0.517, 1.166, 2.080], [-1.468, 0.270, 0.869], [-2.194, 1.644, 1.716], [-3.446, 0.443, -1.486], [-2.863, 1.595, -2.712], [-2.794, -0.166, -3.031]],
  "forces_ev_per_angstrom": [[-1.24, -1.86, -0.15], [-0.51, -0.35, -0.41], [-0.37, 0.29, -1.06], [0.15, 0.69, 0.11], [1.29, 1.94, 0.64], [0.57, -0.38, 2.70], [1.22, 0.93, -1.51], [0.06, -0.11, 0.18], [-0.14, -0.21, -0.13], [-0.09, 0.09, -0.26], [0.19, -0.19, 0.03], [0.16, 0.22, -0.03], [-0.16, 0.47, 0.53], [-0.71, -0.33, -0.13], [0.21, -0.65, 0.42], [-0.34, 0.08, 0.60], [0.18, -0.34, -0.54], [-0.31, -0.25, -0.36], [-0.11, -0.20, -0.43], [0.16, 0.34, 0.31], [0.22, -0.19, -0.28], [-0.04, 0.05, -0.18], [-0.12, -0.11, 0.01], [-0.27, 0.09, -0.03]],
  "lowdin_charge": [-0.23, -0.20, -0.18, -0.20, -0.23, 0.97, 0.68, 0.03, 0.07, 0.07, 0.01, 0.07, -0.10, -0.09, -0.08, -0.58, 0.34, -0.35, 0.03, -0.01, 0.03, -0.01, -0.02, -0.03]
}


[2]
{
  "formula": "H28KrO14",
  "method": "ωB97M-V/def2-TZVPD",
  "spin_multiplicity": 1,
  "e_above_lowest_kj_mol": 34.3,
  "mol_weight_g_mol": 336.010,
  "homo_lumo_gap_ev": 10.4,
  "e_tot_ha": -3823.79710,
  "symbols": ["Kr", "O", "H", "H", "O", "H", "H", "O", "H", "H", "O", "H", "H", "O", "H", "H", "O", "H", "H", "O", "H", "H", "O", "H", "H", "O", "H", "H", "O", "H", "H", "O", "H", "H", "O", "H", "H", "O", "H", "H", "O", "H", "H"],
  "xyz": [[0.002, -0.483, 0.368], [1.379, 1.325, 2.997], [1.707, 1.527, 2.120], [1.773, 0.479, 3.211], [3.740, -1.209, 1.415], [3.669, -0.700, 0.607], [3.640, -2.119, 1.134], [1.887, -1.449, 3.989], [1.942, -1.959, 3.181], [2.519, -1.863, 4.577], [-3.562, -0.623, -0.478], [-3.363, -0.565, 0.456], [-3.871, -1.520, -0.603], [-3.366, -0.195, 2.465], [-3.375, -1.151, 2.432], [-3.042, 0.012, 3.342], [-0.315, -2.499, -3.032], [-1.098, -1.955, -3.113], [0.408, -1.874, -2.993], [0.151, 2.671, -1.339], [0.372, 3.506, -1.753], [-0.758, 2.776, -1.057], [-2.797, 2.269, -0.304], [-3.190, 1.397, -0.328], [-3.368, 2.774, 0.274], [2.021, -0.878, -2.873], [2.009, -0.276, -3.617], [2.628, -0.478, -2.250], [-0.962, -4.212, -0.758], [-0.964, -3.801, -1.623], [-1.514, -4.988, -0.860], [-2.435, -0.760, -3.028], [-2.701, -0.441, -2.165], [-3.024, -0.319, -3.639], [-1.046, 3.056, 1.706], [-1.538, 2.487, 1.113], [-0.276, 2.541, 1.949], [3.572, 0.295, -0.911], [2.983, 0.930, -0.504], [4.405, 0.759, -0.993], [2.023, 2.174, 0.476], [1.342, 2.289, -0.186], [2.392, 3.049, 0.596]],
  "forces_ev_per_angstrom": [[-0.05, -0.08, -0.06], [-0.33, 0.35, 0.34], [0.17, 0.09, -0.41], [0.07, -0.53, 0.35], [-0.01, -0.31, 0.81], [-0.02, 0.24, -0.56], [0.04, -0.23, -0.13], [-0.31, 0.12, 0.18], [0.09, -0.01, -0.37], [0.20, 0.00, 0.16], [-0.13, 0.22, -0.18], [0.25, 0.23, 0.55], [-0.09, -0.28, -0.23], [-0.22, 0.00, -0.45], [0.01, -0.36, 0.24], [0.24, 0.22, 0.19], [-0.19, -0.82, -0.06], [-0.41, 0.33, -0.10], [0.62, 0.17, 0.25], [0.34, -0.09, -0.36], [0.06, 0.24, -0.19], [-0.63, -0.12, 0.34], [0.27, 0.18, -0.21], [-0.17, -0.47, -0.19], [-0.21, 0.29, 0.15], [-0.40, -0.28, -0.54], [-0.05, 0.10, -0.23], [0.39, 0.17, 0.56], [-0.24, -0.22, 0.61], [0.45, 0.56, -0.63], [-0.07, -0.23, 0.05], [-0.09, 0.06, -0.44], [-0.01, 0.03, 0.64], [-0.04, 0.03, -0.28], [0.03, 0.47, 0.10], [-0.18, -0.26, -0.25], [0.34, -0.26, 0.44], [0.42, -0.51, -0.40], [-0.62, 0.76, 0.56], [0.32, 0.04, -0.10], [1.14, -0.29, 0.35], [-1.16, 0.18, -0.68], [0.17, 0.26, 0.18]],
  "lowdin_charge": [0.28, -0.09, -0.05, -0.01, -0.06, -0.03, 0.04, -0.05, 0.02, 0.04, -0.06, 0.00, 0.07, -0.05, 0.04, 0.06, -0.07, -0.02, -0.02, -0.04, 0.07, 0.02, -0.03, 0.01, 0.07, -0.05, 0.05, -0.01, -0.08, -0.02, 0.02, -0.04, 0.00, 0.06, -0.06, -0.04, -0.01, -0.05, 0.01, 0.08, -0.08, -0.02, 0.08]
}


[3]
{
  "formula": "CHBr4O2P",
  "method": "ωB97M-V/def2-TZVPD",
  "spin_multiplicity": 1,
  "e_above_lowest_kj_mol": 102.1,
  "mol_weight_g_mol": 395.607,
  "homo_lumo_gap_ev": 9.6,
  "e_tot_ha": -10826.62385,
  "symbols": ["C", "O", "O", "P", "Br", "Br", "Br", "Br", "H"],
  "xyz": [[-1.333, -0.434, 0.318], [2.337, -0.295, -0.698], [0.006, -0.425, 0.285], [1.092, 0.575, -0.943], [-2.044, -2.022, -0.532], [-2.013, 1.148, -0.844], [-2.123, -0.226, 2.076], [1.303, 2.327, 0.290], [2.776, -0.649, 0.047]],
  "forces_ev_per_angstrom": [[0.75, 1.13, -1.33], [0.82, -0.39, -1.46], [0.26, 0.75, -0.45], [-2.76, -1.12, 0.43], [-0.08, -0.30, 0.01], [-0.05, -0.51, 0.52], [0.34, -0.01, -0.04], [0.31, 0.76, 0.72], [0.41, -0.30, 1.61]],
  "lowdin_charge": [-1.72, -0.31, -0.57, 0.49, 0.61, 0.46, 0.62, 0.34, 0.07]
}


[4]
{
  "formula": "C3H7Br3N2O4",
  "method": "ωB97M-V/def2-TZVPD",
  "spin_multiplicity": 1,
  "e_above_lowest_kj_mol": 88.5,
  "mol_weight_g_mol": 374.811,
  "homo_lumo_gap_ev": 10.1,
  "e_tot_ha": -8250.78465,
  "symbols": ["C", "N", "O", "O", "H", "H", "H", "C", "N", "O", "O", "H", "H", "H", "C", "Br", "Br", "Br", "H"],
  "xyz": [[-5.848, 3.866, 4.304], [-7.145, 4.085, 5.003], [-8.184, 3.724, 4.457], [-7.182, 4.723, 6.083], [-5.160, 3.175, 4.792], [-5.413, 4.862, 4.385], [-5.981, 3.616, 3.251], [7.038, -3.658, -5.357], [6.090, -3.120, -4.375], [6.394, -2.983, -3.175], [5.033, -2.677, -4.834], [7.297, -2.987, -6.177], [6.601, -4.499, -5.895], [8.015, -3.964, -4.983], [-0.171, -0.820, 0.446], [-1.531, -1.887, -0.379], [0.257, -1.591, 2.222], [-0.737, 1.043, 0.521], [0.626, -0.908, -0.292]],
  "forces_ev_per_angstrom": [[0.56, 1.10, -0.02], [-2.32, 0.71, 1.54], [1.36, -0.10, 0.04], [1.10, -1.37, -2.05], [-0.58, -0.09, 0.30], [0.30, -0.12, -0.17], [-0.42, -0.12, 0.36], [1.25, -1.12, -1.24], [-0.99, 2.32, 1.48], [0.05, -0.92, -2.18], [1.15, -0.99, 0.21], [-0.66, 0.76, 0.44], [-0.34, -0.07, 0.47], [-0.48, 0.02, 0.82], [-0.29, -0.18, 0.12], [-0.42, -0.20, -0.06], [0.04, 0.66, -1.07], [0.34, -0.51, 0.17], [0.34, 0.22, 0.84]],
  "lowdin_charge": [0.04, -0.42, 0.05, 0.03, 0.10, 0.10, 0.10, 0.02, -0.41, 0.05, 0.05, 0.10, 0.10, 0.10, -1.60, 0.55, 0.52, 0.54, -0.03]
}


[5]
{
  "formula": "C25H28BN8OS2W",
  "method": "ωB97M-V/def2-TZVPD",
  "spin_multiplicity": 3,
  "e_above_lowest_kj_mol": 68.4,
  "s2": 2.02,
  "mol_weight_g_mol": 715.340,
  "charge": -1,
  "homo_lumo_gap_ev": [6.5, 7.0],
  "e_tot_ha": -2371.18746,
  "symbols": ["W", "C", "N", "C", "C", "N", "C", "C", "C", "C", "C", "C", "C", "S", "C", "C", "C", "C", "C", "C", "S", "H", "H", "H", "H", "H", "H", "H", "H", "H", "H", "H", "H", "H", "H", "H", "H", "H", "H", "C", "C", "N", "N", "C", "B", "N", "C", "C", "C", "N", "N", "C", "C", "C", "N", "H", "H", "H", "H", "H", "H", "H", "H", "H", "H", "O"],
  "xyz": [[-0.865, 0.647, 0.312], [1.237, -2.854, -0.572], [0.862, -1.623, -1.263], [2.061, -0.814, -1.421], [1.791, 0.539, -2.018], [0.865, 1.384, -1.264], [1.065, 1.484, 0.169], [0.627, 2.633, -1.947], [1.409, 3.049, -3.024], [1.195, 4.266, -3.655], [0.182, 5.102, -3.209], [-0.613, 4.695, -2.154], [-0.427, 3.464, -1.516], [-1.545, 2.991, -0.266], [0.174, -1.862, -2.507], [0.740, -2.740, -3.434], [0.141, -3.025, -4.644], [-1.070, -2.401, -4.945], [-1.633, -1.526, -4.043], [-1.039, -1.222, -2.799], [-1.968, -0.081, -1.825], [2.083, -3.365, -1.059], [1.539, -2.604, 0.445], [0.393, -3.538, -0.543], [2.520, -0.725, -0.437], [2.791, -1.318, -2.080], [2.762, 1.039, -2.112], [1.370, 0.418, -3.019], [1.234, 2.490, 0.543], [1.840, 0.786, 0.555], [4.636, -0.392, 1.942], [2.209, 2.431, -3.400], [1.823, 4.553, -4.489], [0.003, 6.057, -3.689], [-1.427, 5.322, -1.810], [1.684, -3.214, -3.186], [0.606, -3.714, -5.337], [-1.574, -2.597, -5.884], [-2.571, -1.039, -4.279], [-0.023, 2.255, 4.409], [-0.240, 2.290, 3.026], [-0.138, 1.071, 2.515], [0.132, 0.232, 3.529], [0.212, 0.925, 4.680], [0.538, -1.247, 3.376], [-0.376, -1.960, 2.340], [-0.915, -3.171, 2.548], [-1.710, -3.501, 1.473], [-1.601, -2.402, 0.621], [-0.789, -1.487, 1.144], [2.029, -1.423, 3.043], [2.944, -2.074, 3.846], [4.162, -2.042, 3.288], [4.009, -1.296, 1.997], [2.597, -0.932, 1.934], [-0.051, 3.076, 5.104], [-0.498, 3.115, 2.380], [0.431, 0.416, 5.604], [0.359, -1.782, 4.442], [-0.699, -3.703, 3.460], [-2.294, -4.393, 1.330], [-2.074, -2.206, -0.327], [2.615, -2.512, 4.775], [5.071, -2.465, 3.682], [4.277, -1.894, 1.109], [-2.386, 0.733, 1.156]],
  "forces_ev_per_angstrom": [[-2.03, -0.73, 0.08], [0.00, -0.02, -0.01], [0.02, 0.02, 0.05], [-0.04, -0.05, -0.01], [-0.04, -0.03, 0.06], [0.18, 0.45, -0.60], [1.22, -0.09, 0.79], [-0.29, 0.03, 0.20], [0.04, -0.03, -0.05], [-0.07, 0.07, 0.03], [0.05, -0.04, -0.02], [0.01, -0.04, 0.02], [0.08, 0.01, -0.03], [0.34, -0.32, -0.04], [-0.04, 0.09, 0.10], [0.03, -0.01, 0.02], [-0.12, 0.07, -0.04], [0.12, -0.07, 0.04], [0.01, 0.03, 0.05], [-0.14, 0.02, -0.15], [0.27, -0.05, 0.26], [-0.02, 0.01, -0.02], [-0.03, -0.01, 0.01], [-0.01, -0.02, 0.03], [0.01, -0.02, 0.00], [0.02, 0.01, -0.01], [0.04, 0.00, 0.01], [0.05, 0.00, -0.02], [0.13, 0.09, -0.15], [-0.47, 0.48, -0.33], [-0.02, 0.02, -0.02], [-0.01, 0.00, 0.01], [0.00, -0.01, 0.00], [0.00, 0.00, 0.00], [0.00, 0.00, 0.00], [0.00, 0.00, 0.00], [-0.01, 0.00, -0.01], [0.02, -0.01, -0.01], [0.00, 0.00, 0.00], [-0.01, 0.04, -0.04], [-0.01, -0.04, 0.11], [-0.12, 0.07, -0.05], [0.14, -0.04, -0.04], [-0.01, -0.02, -0.02], [-0.06, -0.01, -0.12], [-0.02, 0.10, 0.03], [0.04, 0.02, 0.08], [-0.04, 0.01, -0.08], [0.01, -0.06, 0.08], [0.02, 0.00, -0.06], [-0.05, -0.01, 0.19], [0.00, 0.03, -0.07], [0.06, -0.05, 0.01], [-0.07, 0.00, 0.02], [0.08, 0.03, -0.04], [0.00, 0.00, 0.00], [0.00, 0.00, -0.01], [0.01, 0.00, 0.00], [-0.01, -0.04, 0.01], [0.00, 0.00, -0.01], [0.00, 0.00, 0.00], [0.00, -0.02, 0.00], [0.00, 0.00, 0.00], [-0.01, 0.00, 0.01], [0.01, -0.01, 0.00], [0.70, 0.14, -0.25]],
  "lowdin_charge": [1.20, -0.08, -0.16, -0.20, -0.18, -0.23, -0.31, -0.25, -0.05, -0.11, -0.12, -0.14, -0.60, 0.62, -0.27, -0.05, -0.11, -0.11, -0.14, -0.57, 0.61, 0.08, 0.07, 0.08, 0.08, 0.13, 0.12, 0.13, 0.07, 0.05, 0.11, 0.09, 0.09, 0.09, 0.09, 0.10, 0.09, 0.09, 0.09, -0.06, -0.15, -0.06, -0.01, -0.09, -0.53, 0.00, -0.09, -0.06, -0.18, -0.07, -0.06, -0.11, -0.08, -0.23, 0.04, 0.08, 0.07, 0.11, 0.11, 0.11, 0.09, 0.07, 0.11, 0.08, 0.10, -0.59]
}


[6]
{
  "formula": "H20O10",
  "method": "ωB97M-V/def2-TZVPD",
  "spin_multiplicity": 1,
  "e_above_lowest_kj_mol": 344.2,
  "mol_weight_g_mol": 180.150,
  "smiles": "O.O.O.O.O.O.O.O.O.O",
  "homo_lumo_gap_ev": 11.0,
  "e_tot_ha": -764.35084,
  "symbols": ["O", "H", "H", "O", "H", "H", "O", "H", "H", "O", "H", "H", "O", "H", "H", "O", "H", "H", "O", "H", "H", "O", "H", "H", "O", "H", "H", "O", "H", "H"],
  "xyz": [[-0.922, 0.281, -0.757], [-0.115, 0.034, -0.291], [-1.452, 0.728, -0.088], [-3.402, -2.832, 0.322], [-2.906, -2.085, -0.031], [-2.744, -3.342, 0.808], [-3.460, 4.536, 0.116], [-3.158, 5.451, 0.129], [-2.685, 4.036, -0.162], [0.863, 2.237, -0.298], [0.942, 1.533, -0.952], [1.767, 2.551, -0.181], [3.253, -0.808, -1.040], [4.178, -0.788, -1.313], [3.291, -1.003, -0.097], [-5.233, -0.695, -0.184], [-4.509, -0.643, 0.450], [-5.101, -1.542, -0.623], [0.055, -1.773, 0.989], [-0.727, -1.251, 1.199], [-0.112, -2.097, 0.097], [4.818, 1.452, 0.036], [4.947, 2.249, 0.564], [4.051, 1.027, 0.437], [2.135, -0.704, 3.309], [2.414, -0.449, 4.196], [1.694, -1.551, 3.437], [1.422, -1.632, -2.780], [2.170, -1.173, -3.179], [1.822, -2.180, -2.095]],
  "forces_ev_per_angstrom": [[-0.45, -0.43, 0.02], [0.02, 0.01, 0.05], [0.11, 0.26, -0.14], [0.29, 0.08, 0.12], [0.07, -0.06, -0.20], [-0.09, -0.07, -0.02], [0.17, 0.07, -0.01], [-0.07, -0.08, 0.01], [-0.06, 0.00, -0.01], [0.44, 0.09, 0.12], [-0.13, 0.16, -0.16], [-0.07, 0.06, -0.01], [0.30, -0.03, 0.36], [0.06, 0.14, 0.04], [-0.08, -0.12, 0.04], [0.12, 0.17, -0.11], [-0.28, -0.09, 0.00], [-0.07, 0.01, 0.15], [0.01, -0.16, 0.10], [0.09, -0.07, 0.05], [-0.01, 0.00, -0.05], [-0.11, 0.14, 0.18], [0.12, -0.06, -0.05], [0.00, 0.03, -0.10], [0.05, -0.05, 0.17], [0.01, 0.03, -0.09], [-0.03, 0.05, -0.18], [-0.35, -0.33, -0.34], [-0.15, -0.04, 0.20], [0.11, 0.29, -0.13]],
  "lowdin_charge": [-0.06, 0.00, 0.05, -0.05, 0.02, 0.04, -0.06, 0.03, 0.03, -0.06, 0.02, 0.03, -0.05, 0.06, 0.05, -0.06, 0.01, 0.02, -0.05, 0.03, 0.04, -0.06, 0.04, 0.01, -0.07, 0.03, 0.03, -0.08, 0.03, 0.01]
}